[1]
Computed, not measured: a structure of composition C39H19BrN10O2Pb, with ωB97M-V/def2-TZVPD.

Structure (ORCA input):
```
! RIJCOSX wB97M-V def2-TZVPD def2/J DEFGRID3
* xyz 0 1
Pb 1.05278 -0.55284 0.53550
C 0.68665 -1.54179 6.70924
C -0.13978 -2.58887 6.31320
C -0.81549 -2.55413 5.09273
C -0.62892 -1.44015 4.30599
C -1.12000 -1.07583 2.94768
N -1.92868 -1.85718 2.24497
C -2.10652 -1.66368 0.94834
C -3.32185 -2.13345 0.24197
C -4.42974 -2.82167 0.68274
C -5.41249 -3.10705 -0.26455
C -5.27324 -2.69918 -1.58798
C -4.14949 -1.98960 -2.01417
C -3.18266 -1.72710 -1.07198
C -1.88716 -0.99161 -1.14868
N -1.53553 -0.33400 -2.19388
C -0.47785 0.54267 -2.20370
N 0.32222 0.86979 -1.23889
C 1.23800 1.94076 -1.67888
N 1.17330 3.18148 -0.91026
C 1.13865 3.14713 0.35556
N 1.13863 2.01342 1.20203
C 0.94317 2.42785 2.42452
N 0.86583 1.65772 3.53705
C 0.18710 0.56800 3.56401
N -0.64473 0.11092 2.57020
C 0.19483 -0.39786 4.69896
C 0.86848 -0.42022 5.89832
C 0.88906 3.90931 2.50651
C 0.74460 4.77122 3.57273
C 0.73981 6.13487 3.28673
C 0.87098 6.59522 1.97834
C 1.01097 5.70916 0.91055
C 1.02000 4.36503 1.20755
C 0.83329 2.18856 -3.11965
C 1.32821 3.07839 -4.04914
C 0.74941 3.06312 -5.31398
C -0.28984 2.18511 -5.62397
C -0.78542 1.30307 -4.67346
C -0.19997 1.32848 -3.42088
N -1.26652 -1.08115 0.08368
H 1.20076 -1.60274 7.65961
H -0.25635 -3.44631 6.96290
H -1.45467 -3.36641 4.77309
H -4.52750 -3.12921 1.71524
H -6.29686 -3.65519 0.03242
H -6.05339 -2.93863 -2.29863
H -4.03250 -1.66174 -3.03825
H 1.51741 0.39465 6.19177
H 0.64451 4.40072 4.58432
H 0.63350 6.84998 4.09182
H 0.86524 7.66079 1.78909
H 1.10954 6.05616 -0.10947
H 2.13238 3.76012 -3.80479
H 1.11323 3.74316 -6.07339
H -0.71360 2.19562 -6.61950
H -1.59254 0.61684 -4.89072
Br 3.77502 -2.16841 3.11706
C 3.80893 -3.14731 1.47380
C 4.66774 -4.22268 1.34080
C 4.61457 -4.91096 0.13672
C 3.72341 -4.51525 -0.84749
C 2.91857 -3.41169 -0.60645
N 2.98173 -2.73785 0.54544
C 1.89701 -2.94944 -1.65189
O 1.71395 -3.70188 -2.59749
O 1.36222 -1.79893 -1.46843
H 5.33774 -4.50457 2.13911
H 5.26588 -5.76128 -0.02201
H 3.62284 -5.03083 -1.79089
N 3.70631 1.01498 -1.53476
C 2.63035 1.41020 -1.59864
*
```

Properties
- Total energy: -135040.04337 eV
- Strongest force on any atom: 0.01177 hartree/bohr
- Frontier orbital gap: 6.806 eV
- Relative energy (zero: lowest compared OMol25 entry of this formula, charge and spin): 0.000 eV

---

[2]
Computed, not measured: a structure of composition C5H10O, with ωB97M-V/def2-TZVPD.

Structure (ORCA input):
```
! RIJCOSX wB97M-V def2-TZVPD def2/J DEFGRID3
* xyz 0 1
C -2.28583 0.09346 0.05247
C -1.19411 -0.54657 -0.78860
O -0.25502 0.47858 -1.18299
C 0.55560 -0.09449 -0.17182
C 1.78556 -0.75126 -0.78106
C 0.77833 0.79208 1.03932
H -3.01045 0.42036 -0.71444
H -2.02073 0.98896 0.63478
H -2.79912 -0.64666 0.67980
H -0.15524 -1.04524 0.10296
H 1.46758 -1.47897 -1.53681
H 2.38912 0.02119 -1.27642
H 2.39920 -1.25418 -0.02245
H 1.34973 0.25551 1.80846
H -0.16639 1.13409 1.47508
H 1.35025 1.68132 0.73983
*
```

Properties
- Total energy: -7390.52016 eV
- Strongest force on any atom: 0.01180 hartree/bohr
- Frontier orbital gap: 8.962 eV
- Relative energy (zero: lowest compared OMol25 entry of this formula, charge and spin): 4.245 eV

---

[3]
Computed, not measured: a cluster of 6 separate species, C32H65N2O10P2 in total, with ωB97M-V/def2-TZVPD.

Structure (ORCA input):
```
! RIJCOSX wB97M-V def2-TZVPD def2/J DEFGRID3
* xyz 1 1
C 1.72255 -0.81979 2.48633
C 0.36398 -1.54303 2.33901
P -0.79308 -0.93655 1.05720
C -0.06082 -0.73880 -0.61788
C -0.72531 -1.79410 -1.55219
C -1.74829 0.58156 1.65622
P -0.80287 2.06108 0.89819
O 0.78790 1.82749 1.18214
O -1.21743 3.42663 1.77870
O -1.66092 0.54689 3.08429
C -2.39016 1.54666 3.77490
C -3.60146 2.19970 3.08248
N -3.70910 2.03153 1.60072
C -3.16201 0.67405 1.12753
N -4.17979 -0.28593 1.47405
C -5.10828 -0.56930 0.38206
C -6.58614 -0.51487 0.71817
O -4.75931 -0.84260 -0.67362
C -3.84630 -1.53025 2.17745
C -3.78560 -1.62995 3.67586
O -3.68621 -2.48915 1.56488
H 2.39856 -1.46695 3.03854
H 1.56257 0.04898 3.12448
H 2.12699 -0.50218 1.52656
H -0.12495 -1.53872 3.30737
H 0.56532 -2.58785 2.12074
H -0.19914 0.21963 -1.10576
H 0.99996 -0.98013 -0.59334
H -0.65261 -1.48516 -2.58993
H -0.36480 -2.79969 -1.36516
H -1.78015 -1.79411 -1.28380
H 1.01064 2.05085 2.10409
H -0.43639 3.90826 2.08992
H -1.69583 2.34256 4.03540
H -2.72933 1.15265 4.72616
H -3.60021 3.26080 3.29644
H -4.52158 1.82449 3.51220
H -4.70802 1.97046 1.40070
H -3.36559 2.81772 1.03966
H -3.10062 0.73918 0.04047
H -6.75086 -0.39613 1.78448
H -7.02732 0.30859 0.16266
H -7.02445 -1.44400 0.37648
H -3.73831 -0.68099 4.19918
H -2.86691 -2.16190 3.89611
H -4.58016 -2.25633 4.05728
C 6.09581 -0.91302 -0.69733
C 5.39804 -0.06629 -1.75463
C 3.94067 -0.44869 -1.54847
O 3.79257 -0.76603 -0.15818
C 5.09266 -0.87814 0.44283
H 7.07602 -0.53706 -0.40938
H 6.21574 -1.93658 -1.05941
H 5.54204 0.99477 -1.53626
H 5.74553 -0.25455 -2.76924
H 3.67678 -1.33789 -2.13117
H 3.25182 0.35599 -1.81225
H 5.24758 -0.00126 1.08177
H 5.13223 -1.77197 1.06499
C -4.03761 -2.27938 -5.17680
C -2.82661 -3.00283 -5.75350
C -1.83018 -1.86511 -5.91319
O -2.12346 -0.91663 -4.87399
C -3.38056 -1.24542 -4.27584
H -4.72615 -2.93180 -4.64124
H -4.59080 -1.78264 -5.97738
H -2.45158 -3.73293 -5.03139
H -3.02849 -3.52239 -6.68860
H -1.94931 -1.36361 -6.87622
H -0.79450 -2.19594 -5.82144
H -3.18577 -1.65693 -3.27928
H -3.98002 -0.33965 -4.16597
C 0.98387 0.94064 -9.06821
C 0.75198 0.40068 -10.47307
C -0.02488 -0.87583 -10.19061
O -0.77695 -0.64191 -8.99352
C -0.31426 0.56263 -8.37166
H 1.18599 2.01034 -9.03562
H 1.82487 0.42000 -8.60348
H 0.13352 1.09838 -11.04266
H 1.66860 0.22364 -11.03365
H 0.64923 -1.71984 -10.01048
H -0.70589 -1.14294 -10.99916
H -1.07917 1.33400 -8.51197
H -0.18632 0.39264 -7.30142
C 8.29591 -3.66012 4.34712
C 6.91870 -4.04659 4.87007
C 6.00294 -3.37265 3.85988
O 6.70923 -3.35240 2.61528
C 8.08012 -3.70418 2.84256
H 9.09428 -4.32136 4.67977
H 8.54186 -2.64304 4.66190
H 6.79396 -5.13095 4.82474
H 6.73042 -3.72543 5.89351
H 5.78803 -2.33691 4.14765
H 5.05651 -3.90022 3.73034
H 8.24277 -4.71220 2.44774
H 8.72654 -3.01194 2.30216
C -1.33406 6.71929 5.78587
C -2.18551 5.76276 4.96060
C -2.59513 4.73403 6.00666
O -2.66561 5.41948 7.24994
C -2.07083 6.71750 7.11656
H -1.24328 7.71357 5.35227
H -0.32911 6.30936 5.91251
H -3.06794 6.28319 4.57971
H -1.65813 5.32203 4.11252
H -1.84376 3.93855 6.09823
H -3.56388 4.27448 5.78932
H -2.87222 7.46235 7.12810
H -1.41297 6.90363 7.96463
*
```

Properties
- Total energy: -76260.96803 eV
- Strongest force on any atom: 0.10036 hartree/bohr
- Frontier orbital gap: 7.231 eV

---

[4]
Computed, not measured: a structure of composition C32H44Cl3N7O2PTi, with ωB97M-V/def2-TZVPD.

Structure (ORCA input):
```
! RIJCOSX wB97M-V def2-TZVPD def2/J DEFGRID3
* xyz 0 2
Ti -0.39936 -0.48268 -1.16843
Cl 5.61110 -4.37151 -1.13508
C 4.10066 -3.56855 -0.81628
C 3.81127 -2.37985 -1.45796
C 2.60256 -1.77404 -1.18461
Cl 2.14776 -0.28404 -1.98394
C 1.66122 -2.28683 -0.29545
O 0.52957 -1.64925 -0.04884
C 2.00215 -3.49093 0.32535
Cl 0.87291 -4.18923 1.43692
C 3.20333 -4.12983 0.07107
H 4.50798 -1.94107 -2.16099
H 3.43287 -5.06455 0.56832
O -0.10741 1.12439 0.07221
P 0.78056 2.01077 0.92003
N 1.99099 1.12127 1.59222
C 1.53875 0.00020 2.48247
C 2.62577 -0.09819 3.55189
C 3.17166 1.32560 3.65124
C 3.19689 1.76452 2.19259
N -0.18717 2.69521 2.04198
C -1.66990 2.71485 1.91154
C -2.10251 3.74007 2.96012
C -0.92078 4.71122 3.01682
C 0.27400 3.76636 2.95383
N 1.55139 3.23706 0.16757
C 0.69520 4.35420 -0.33038
C 1.44121 4.88365 -1.55475
C 2.20220 3.66069 -2.07371
C 2.65892 2.97341 -0.79060
H 1.42396 -0.92386 1.92584
H 0.57180 0.24122 2.92919
H 3.41936 -0.76718 3.20934
H 2.23518 -0.48968 4.49035
H 4.15905 1.37520 4.10944
H 2.49045 1.95820 4.22634
H 4.09482 1.37942 1.70136
H 3.18004 2.84329 2.05819
H -2.09253 1.72769 2.08546
H -1.96768 3.04135 0.91440
H -2.23434 3.25987 3.93333
H -3.04197 4.21837 2.68300
H -0.90754 5.33148 3.91493
H -0.93817 5.36552 2.14175
H 0.47395 3.35898 3.95059
H 1.19157 4.23330 2.59048
H 0.56171 5.11630 0.43426
H -0.28838 3.99827 -0.61059
H 2.15266 5.65913 -1.25966
H 0.74848 5.30766 -2.28108
H 3.04397 3.92616 -2.71290
H 1.53442 3.00432 -2.63770
H 3.58596 3.41845 -0.42078
H 2.82950 1.90764 -0.90880
C -2.41489 -6.30096 -0.78743
C -1.78014 -5.04973 -1.34227
C -0.64269 -5.13288 -2.13570
C -0.07936 -3.98646 -2.68338
C 1.15077 -4.07377 -3.55042
C -0.67896 -2.76608 -2.42997
C -1.77660 -2.63189 -1.54540
C -2.33729 -3.80828 -1.04100
N -2.12089 -1.32947 -1.19801
C -3.40230 -1.02313 -0.52811
C -3.40123 -1.52781 0.93915
C -4.59063 -1.58580 -1.32306
C -3.55354 0.49545 -0.54406
H -1.80501 -7.18168 -0.99291
H -3.39981 -6.46089 -1.23173
H -2.55155 -6.22337 0.29321
H -0.19233 -6.10118 -2.34037
H 2.00439 -4.42825 -2.96556
H 1.00363 -4.77430 -4.37553
H 1.41189 -3.10098 -3.97091
H -0.30762 -1.88413 -2.94765
H -3.18270 -3.77213 -0.36721
H -2.55072 -2.18312 1.12689
H -4.31563 -2.07721 1.18227
H -3.32693 -0.68815 1.63718
H -4.74479 -2.65360 -1.17161
H -4.42884 -1.41515 -2.39134
H -5.50788 -1.06969 -1.02747
H -2.67118 0.98078 -0.13352
H -4.41382 0.79302 0.05832
H -3.70857 0.85446 -1.56449
N -0.64391 0.71501 -2.76172
C -1.20841 1.74915 -2.80778
N -1.83127 2.83448 -2.97788
C -2.45590 3.60988 -2.10706
N -2.99533 4.33381 -1.37532
*
```

Properties
- Total energy: -118401.17074 eV
- Strongest force on any atom: 0.03315 hartree/bohr
- Frontier orbital gap (alpha / beta): 7.797 / 7.872 eV
- Relative energy (zero: lowest compared OMol25 entry of this formula, charge and spin): 0.000 eV

---

[5]
Computed, not measured: a cluster of 3 separate species, C5H9O2S in total, with ωB97M-V/def2-TZVPD.

Structure (ORCA input):
```
! RIJCOSX wB97M-V def2-TZVPD def2/J DEFGRID3
* xyz -1 1
O -1.53922 -2.97500 -1.80034
C -2.46863 -2.86899 -0.97998
O -3.55606 -3.45276 -0.87215
C -0.07750 -0.80156 0.02042
C -0.88565 0.03464 0.73820
C 1.26364 -0.93555 0.25780
S 2.55753 4.59792 0.50204
C 1.74918 3.06720 0.04996
H -0.50420 -1.39581 -0.79054
H -2.31499 -2.08062 -0.16562
H -1.96771 0.07756 0.66310
H -0.50848 0.56467 1.60739
H 1.68810 -0.41857 1.11522
H 1.90357 -1.61092 -0.28332
H 2.27697 2.19416 0.46361
H 1.63757 2.96900 -1.03106
H 0.74588 3.03463 0.50528
*
```

Properties
- Total energy: -20257.60459 eV
- Strongest force on any atom: 0.02959 hartree/bohr
- Frontier orbital gap: 2.856 eV
- Relative energy (zero: lowest compared OMol25 entry of this formula, charge and spin): 5.172 eV

---

[6]
Computed, not measured: a structure of composition CH2I2O, with ωB97M-V/def2-TZVPD.

Structure (ORCA input):
```
! RIJCOSX wB97M-V def2-TZVPD def2/J DEFGRID3
* xyz 0 1
C 0.63400 -0.02384 -0.59392
O -1.58202 -0.23142 0.46999
I 1.34394 -1.85877 -0.00843
I 1.31858 1.80127 0.02576
H -0.32181 -0.16175 -1.07560
H -1.39268 0.47452 1.18219
*
```

Properties
- Total energy: -19313.48427 eV
- Strongest force on any atom: 0.05838 hartree/bohr
- Frontier orbital gap (alpha / beta): 6.856 / 6.827 eV
- Relative energy (zero: lowest compared OMol25 entry of this formula, charge and spin): 4.058 eV

---

[7]
Computed, not measured: a structure of composition C2HNOS, with ωB97M-V/def2-TZVPD.

Structure (ORCA input):
```
! RIJCOSX wB97M-V def2-TZVPD def2/J DEFGRID3
* xyz 0 1
C -1.42223 -0.60295 0.09746
C 1.18819 0.51579 -0.14789
N -1.55714 -1.72567 0.18016
O 1.96279 1.23314 0.24181
S -1.09702 1.10766 0.10514
H 0.92542 -0.52796 -0.47668
*
```

Properties
- Total energy: -16460.74163 eV
- Strongest force on any atom: 0.08762 hartree/bohr
- Frontier orbital gap: 9.020 eV
- Relative energy (zero: lowest compared OMol25 entry of this formula, charge and spin): 1.792 eV

---

[8]
Computed, not measured: the ion C7H16N with charge +1, with ωB97M-V/def2-TZVPD.

Structure (ORCA input):
```
! RIJCOSX wB97M-V def2-TZVPD def2/J DEFGRID3
* xyz 1 3
C 0.13878 0.12460 1.16884
C -0.29720 -0.35699 -0.13201
C 1.09749 0.06700 0.04641
C -0.51621 -1.87544 -0.24331
C 2.38900 -0.65429 0.30394
C -2.68216 0.48658 0.16546
C -1.41643 0.62965 -0.70185
N 1.47407 1.39073 -0.60743
H -0.12698 1.12059 1.53211
H 0.38674 -0.62941 1.89233
H -0.60518 -2.05868 -1.28272
H -1.52797 -2.17158 0.22486
H 0.40418 -2.33855 0.17968
H 3.29261 -0.12288 -0.14945
H 2.36428 -1.67756 0.04724
H 2.63390 -0.56110 1.40181
H -2.33864 0.87943 1.01955
H -3.26715 -0.50184 0.20325
H -3.36385 1.13112 -0.36872
H -1.06082 1.64438 -0.68280
H -1.62203 0.22424 -1.74920
H 1.93336 2.09238 -0.00523
H 0.57034 1.86680 -0.81465
H 2.13989 1.29081 -1.44815
*
```

Properties
- Total energy: -8993.13553 eV
- Strongest force on any atom: 0.14148 hartree/bohr
- Frontier orbital gap (alpha / beta): 4.981 / 6.524 eV
- Relative energy (zero: lowest compared OMol25 entry of this formula, charge and spin): 2.536 eV